C64H138F13N12O24S11 | ωB97M-V/def2-TZVPD

Last column: Löwdin charge in e.
Cartesian coordinates (Å):
1 C 1.73 -0.09 5.93  -0.044
2 C 1.04 0.07 7.31  -0.201
3 C 0.95 1.55 7.65  -0.142
4 N 0.14 1.83 8.91  -0.254
5 C -1.27 1.31 8.80  -0.113
6 C -2.03 1.90 7.61  -0.163
7 C -2.31 3.35 7.89  -0.182
8 C -0.95 4.03 8.01  -0.158
9 C 0.04 3.37 9.03  -0.071
10 C 0.89 1.28 10.15  0.058
11 H 1.46 0.76 5.33  0.042
12 H 1.40 -1.01 5.57  0.032
13 H 2.85 -0.05 6.09  0.117
14 H 1.62 -0.43 8.03  0.092
15 H 0.04 -0.39 7.40  0.113
16 H 0.50 2.04 6.78  0.093
17 H 1.91 2.04 7.80  0.143
18 H -1.20 0.21 8.82  0.126
19 H -1.66 1.58 9.78  0.131
20 H -1.42 1.78 6.71  0.093
21 H -2.97 1.31 7.40  0.143
22 H -2.95 3.80 7.11  0.128
23 H -2.76 3.47 8.87  0.108
24 H -0.48 4.11 7.03  0.066
25 H -1.07 5.11 8.31  0.141
26 H 1.01 3.79 8.88  0.119
27 H -0.33 3.57 10.06  0.137
28 H 1.93 1.62 10.16  0.120
29 H 0.82 0.21 10.02  0.096
30 H 0.33 1.64 11.00  0.096
31 C 3.01 -6.66 -7.23  -0.090
32 C 3.53 -5.36 -6.64  -0.235
33 C 3.66 -4.30 -7.74  -0.098
34 N 3.59 -2.88 -7.18  -0.255
35 C 4.57 -2.58 -6.08  -0.115
36 C 5.99 -2.76 -6.54  -0.164
37 C 6.25 -1.66 -7.57  -0.167
38 C 5.28 -1.97 -8.71  -0.179
39 C 3.81 -1.84 -8.31  -0.052
40 C 2.21 -2.72 -6.66  0.000
41 H 2.77 -7.29 -6.39  0.049
42 H 3.74 -7.03 -7.96  0.091
43 H 2.03 -6.47 -7.74  0.096
44 H 4.48 -5.56 -6.20  0.094
45 H 2.82 -5.09 -5.85  0.080
46 H 2.85 -4.30 -8.45  0.127
47 H 4.57 -4.34 -8.39  0.126
48 H 4.30 -3.19 -5.23  0.129
49 H 4.35 -1.51 -5.90  0.149
50 H 6.08 -3.76 -6.92  0.110
51 H 6.55 -2.65 -5.60  0.136
52 H 7.25 -1.71 -8.06  0.131
53 H 6.15 -0.67 -7.10  0.131
54 H 5.52 -2.91 -9.25  0.130
55 H 5.41 -1.24 -9.42  0.086
56 H 3.15 -2.16 -9.12  0.143
57 H 3.59 -0.84 -7.94  0.142
58 H 1.50 -2.81 -7.47  0.103
59 H 1.97 -1.70 -6.35  0.098
60 H 1.99 -3.36 -5.85  0.071
61 C -6.09 -3.10 0.85  -0.116
62 C -6.00 -4.06 -0.25  -0.223
63 C -6.43 -3.35 -1.57  -0.098
64 N -5.27 -3.03 -2.50  -0.226
65 C -4.42 -2.06 -1.88  -0.126
66 C -3.24 -1.57 -2.77  -0.107
67 C -2.43 -2.80 -3.23  -0.162
68 C -3.34 -3.84 -3.88  -0.163
69 C -4.50 -4.26 -2.99  -0.094
70 C -6.00 -2.54 -3.79  0.051
71 H -6.96 -2.47 0.82  0.081
72 H -5.23 -2.47 0.97  0.061
73 H -6.14 -3.64 1.82  0.094
74 H -6.64 -4.92 -0.02  0.125
75 H -5.01 -4.47 -0.38  0.098
76 H -6.95 -2.43 -1.35  0.118
77 H -7.14 -4.01 -2.10  0.138
78 H -4.02 -2.42 -0.98  0.114
79 H -5.08 -1.22 -1.67  0.105
80 H -2.67 -0.89 -2.19  0.078
81 H -3.56 -0.98 -3.62  0.114
82 H -1.90 -3.27 -2.39  0.125
83 H -1.66 -2.53 -3.92  0.065
84 H -2.77 -4.72 -3.93  0.111
85 H -3.67 -3.49 -4.88  0.108
86 H -4.07 -4.85 -2.17  0.130
87 H -5.19 -4.95 -3.49  0.142
88 H -6.62 -1.63 -3.65  0.104
89 H -6.58 -3.36 -4.22  0.111
90 H -5.27 -2.23 -4.55  0.097
91 C -0.89 -8.45 -1.21  -0.078
92 C 0.00 -9.10 -0.07  -0.207
93 C 1.25 -8.22 0.08  -0.136
94 N 2.51 -8.53 0.90  -0.249
95 C 2.15 -8.98 2.28  -0.102
96 C 1.16 -7.98 2.94  -0.133
97 C 2.01 -6.70 3.12  -0.152
98 C 2.67 -6.23 1.78  -0.140
99 C 3.38 -7.29 0.98  -0.077
100 C 3.27 -9.56 0.17  0.006
101 H -0.33 -8.30 -2.17  0.086
102 H -1.39 -7.54 -0.81  0.078
103 H -1.68 -9.24 -1.38  0.085
104 H 0.20 -10.12 -0.35  0.101
105 H -0.56 -9.11 0.87  0.098
106 H 0.86 -7.27 0.29  0.095
107 H 1.66 -8.32 -0.91  0.098
108 H 1.84 -10.04 2.23  0.139
109 H 3.04 -9.05 2.92  0.148
110 H 0.35 -7.72 2.28  0.095
111 H 0.88 -8.40 3.85  0.099
112 H 1.42 -5.94 3.63  0.110
113 H 2.81 -7.01 3.79  0.091
114 H 2.05 -5.63 1.15  0.096
115 H 3.42 -5.53 2.14  0.091
116 H 3.54 -6.91 -0.06  0.129
117 H 4.34 -7.64 1.36  0.135
118 H 4.24 -9.71 0.57  0.099
119 H 3.41 -9.19 -0.86  0.081
120 H 2.78 -10.54 0.26  0.117
121 C -0.29 5.87 -1.71  -0.085
122 C 0.07 7.12 -0.91  -0.218
123 C 1.30 6.81 -0.02  -0.119
124 N 1.72 7.85 1.02  -0.233
125 C 2.15 9.07 0.32  -0.154
126 C 2.87 10.11 1.15  -0.128
127 C 4.18 9.42 1.80  -0.159
128 C 3.71 8.21 2.65  -0.131
129 C 2.96 7.22 1.69  -0.093
130 C 0.65 8.12 2.04  0.046
131 H 0.58 5.52 -2.31  0.099
132 H -1.13 5.99 -2.38  0.083
133 H -0.42 5.04 -1.01  0.052
134 H -0.84 7.42 -0.35  0.092
135 H 0.22 8.00 -1.54  0.109
136 H 2.18 6.58 -0.62  0.121
137 H 1.04 5.85 0.49  0.134
138 H 2.87 8.86 -0.49  0.159
139 H 1.27 9.54 -0.07  0.122
140 H 3.17 10.96 0.52  0.125
141 H 2.27 10.46 1.98  0.104
142 H 4.97 9.06 1.11  0.122
143 H 4.73 10.10 2.41  0.091
144 H 4.62 7.68 3.00  0.134
145 H 3.07 8.58 3.44  0.101
146 H 3.59 6.92 0.85  0.109
147 H 2.62 6.29 2.17  0.109
148 H 0.42 7.18 2.50  0.084
149 H -0.28 8.46 1.59  0.099
150 H 0.99 8.75 2.85  0.101
151 C 0.66 -0.33 -3.41  -0.054
152 C 0.60 0.68 -2.24  -0.187
153 C 0.53 -0.07 -0.89  -0.095
154 N 0.21 0.78 0.35  -0.210
155 C -1.28 1.14 0.41  -0.120
156 C -2.16 -0.04 0.70  -0.180
157 C -1.71 -0.85 1.88  -0.195
158 C -0.27 -1.28 1.79  -0.131
159 C 0.62 0.00 1.60  -0.077
160 C 0.99 2.08 0.32  0.016
161 H -0.07 -1.13 -3.20  0.060
162 H 1.62 -0.84 -3.42  0.083
163 H 0.39 0.09 -4.34  0.048
164 H -0.30 1.30 -2.39  0.109
165 H 1.37 1.43 -2.22  0.073
166 H 1.50 -0.55 -0.67  0.157
167 H -0.20 -0.88 -0.92  0.099
168 H -1.64 1.61 -0.54  0.134
169 H -1.39 1.87 1.25  0.124
170 H -1.93 -0.67 -0.24  0.113
171 H -3.15 0.30 0.57  0.087
172 H -2.24 -1.80 1.99  0.107
173 H -1.96 -0.32 2.86  0.141
174 H -0.11 -1.81 0.82  0.118
175 H 0.01 -1.79 2.73  0.134
176 H 1.71 -0.18 1.53  0.148
177 H 0.51 0.66 2.44  0.123
178 H 0.89 2.78 1.17  0.097
179 H 0.78 2.59 -0.60  0.083
180 H 2.04 1.91 0.25  0.086
181 C -3.05 4.60 0.11  0.027
182 C -3.94 4.49 1.37  -0.430
183 C -3.48 5.49 2.46  -0.112
184 C -3.87 6.93 2.16  -0.142
185 C -5.42 7.05 1.86  -0.133
186 C -5.85 6.29 0.65  -0.405
187 N -5.32 4.88 1.02  0.059
188 O -6.18 4.01 1.16  0.197
189 C -5.19 6.84 -0.63  0.016
190 C -7.45 6.27 0.64  0.006
191 C -3.83 3.10 1.96  0.005
192 H -3.66 4.49 -0.78  0.063
193 H -2.24 3.94 0.14  0.058
194 H -2.48 5.56 0.09  0.084
195 H -2.40 5.44 2.56  0.116
196 H -4.06 5.22 3.33  0.130
197 H -3.19 7.35 1.40  0.100
198 H -3.74 7.46 3.12  0.130
199 H -5.72 8.11 1.84  0.143
200 H -6.03 6.67 2.73  0.145
201 H -5.65 7.72 -1.03  0.095
202 H -5.25 6.07 -1.46  0.099
203 H -4.10 6.99 -0.40  0.081
204 H -7.82 7.26 0.37  0.098
205 H -7.82 5.95 1.63  0.082
206 H -7.96 5.54 -0.03  0.104
207 H -4.53 3.03 2.79  0.104
208 H -2.86 3.04 2.45  0.090
209 H -3.94 2.33 1.19  0.084
210 N -1.42 -1.31 -8.22  -0.302
211 S -1.91 -1.52 -6.63  0.574
212 O -1.44 -0.52 -5.66  -0.298
213 O -1.84 -2.89 -6.33  -0.277
214 F -3.46 -1.28 -6.80  -0.169
215 S -0.25 -0.54 -8.76  0.432
216 O 0.22 -1.11 -10.00  -0.304
217 O 0.72 -0.06 -7.81  -0.316
218 F -1.04 0.76 -9.27  -0.207
219 N -5.78 2.55 -1.56  -0.306
220 S -6.73 1.30 -1.28  0.558
221 O -6.89 0.23 -2.21  -0.280
222 O -7.86 1.71 -0.52  -0.267
223 F -5.81 0.60 -0.03  -0.272
224 S -4.90 2.72 -2.84  0.487
225 O -4.58 4.11 -2.95  -0.292
226 O -5.21 2.02 -4.01  -0.229
227 F -3.41 2.13 -2.38  -0.236
228 N 5.27 3.10 -0.68  -0.305
229 S 4.54 2.80 -2.12  0.586
230 O 5.52 2.99 -3.11  -0.245
231 O 3.16 3.16 -2.12  -0.311
232 F 4.41 1.10 -1.94  -0.267
233 S 4.51 3.88 0.49  0.543
234 O 4.06 3.10 1.67  -0.313
235 O 3.48 4.92 0.07  -0.391
236 F 5.63 4.82 0.84  -0.125
237 N 4.20 -4.64 4.21  -0.316
238 S 3.80 -3.16 4.58  0.469
239 O 4.65 -2.45 5.43  -0.254
240 O 2.39 -2.97 4.74  -0.317
241 F 4.05 -2.60 3.12  -0.190
242 S 5.27 -5.62 4.75  0.445
243 O 5.49 -6.52 3.67  -0.289
244 O 5.13 -6.05 6.10  -0.278
245 F 6.56 -4.76 4.82  -0.153
246 N 2.86 -6.77 -2.68  -0.298
247 S 2.40 -5.32 -2.53  0.433
248 O 1.29 -5.25 -1.64  -0.302
249 O 2.25 -4.54 -3.69  -0.276
250 F 3.60 -4.64 -1.69  -0.188
251 S 4.26 -7.35 -3.23  0.572
252 O 4.29 -7.60 -4.67  -0.279
253 O 4.62 -8.45 -2.40  -0.290
254 F 5.39 -6.29 -2.82  -0.174
255 C 1.92 4.06 4.53  -0.653
256 F 2.24 4.48 5.82  0.082
257 F 2.54 4.88 3.68  0.109
258 F 2.37 2.85 4.33  0.176
259 S 0.14 4.28 4.24  0.441
260 O -0.24 5.58 4.77  -0.321
261 O 0.02 4.32 2.83  -0.320
262 O -0.52 3.19 5.00  -0.353

Values from the calculation:
Orbital gap ... 5.3 eV
LUMO ... -5.00 eV
Net charge ... +1